ORCA calculation (ωB97M-V with the def2-TZVPD basis set) on C6H8 in the gas phase.

```
14
Properties=species:S:1:pos:R:3:forces:R:3
C 0.167047 0.005461 -1.560209 0.0 -0.1 -0.1
C -0.328794 0.865076 -0.432715 -0.1 0.1 0.0
C -1.179921 0.148146 0.625326 0.0 0.0 0.0
C -0.174171 -0.684133 1.397434 0.1 -0.1 -0.1
C 1.020874 -0.679511 0.805727 -0.1 0.0 0.1
C 1.049392 0.250836 -0.361003 0.2 0.1 0.1
H -0.325317 -0.954635 -1.696265 0.2 0.0 0.1
H 0.499773 0.462935 -2.489488 -0.2 0.0 0.2
H -0.445375 1.939075 -0.550203 0.0 -0.2 -0.1
H -1.899012 -0.532960 0.147613 0.0 0.2 0.1
H -1.771132 0.833123 1.242962 0.2 0.0 0.0
H -0.437310 -1.254186 2.284892 0.0 0.0 -0.2
H 1.888592 -1.256055 1.114109 -0.2 0.1 0.0
H 1.935355 0.856828 -0.528180 -0.1 -0.1 0.0
```
Forces are in eV/Å.

Properties
Kohn-Sham gap in eV: 10.04
Structure (SMILES): C1=C[C@H]2C[C@H]2C1
Lowest unoccupied orbital energy in eV: 1.26
Largest force on an atom in eV/A: 0.280
Highest occupied orbital energy in Ha: -0.3227
Spin multiplicity: 1

These are the natural (NBO) partial charges, in e, on atoms 1 to 5:
1. C -0.404
2. C -0.224
3. C -0.443
4. C -0.186
5. C -0.196



ORCA calculation (ωB97M-V with the def2-TZVPD basis set) on C6H8 in the gas phase.

```
14
Properties=species:S:1:pos:R:3:forces:R:3
C -1.110698 -0.176938 0.586922 -0.1 -0.1 0.1
C -0.184360 1.069977 0.494608 0.1 0.3 0.2
C 1.185936 0.646098 0.874911 -0.4 -0.2 -0.1
C 1.154348 -0.775682 0.322406 0.1 0.0 0.0
C -0.158611 -0.758213 -0.466420 0.0 -0.1 -0.1
C -0.004204 0.675655 -1.030531 0.1 0.0 -0.3
H -2.117873 0.026496 0.208751 0.2 0.1 0.0
H -1.167743 -0.684791 1.557716 0.0 0.1 -0.2
H -0.532049 2.063943 0.781469 0.1 -0.2 0.0
H 0.964511 0.913175 -1.487444 -0.2 0.0 0.0
H 2.040821 -0.989063 -0.286755 -0.1 0.1 0.2
H 1.180639 -1.466214 1.178839 0.0 0.1 -0.1
H -0.436229 -1.614742 -1.085281 0.1 0.1 0.1
H -0.814493 1.070305 -1.649188 0.0 -0.1 0.2
```
Forces are in eV/Å.

Properties
Kohn-Sham gap in eV: 8.78
Lowest unoccupied orbital energy in eV: 0.43
Largest force on an atom in eV/A: 0.444
Highest occupied orbital energy in Ha: -0.3067
Spin multiplicity: 1

These are the natural (NBO) partial charges, in e, on atoms 1 to 5:
1. C -0.391
2. C -0.380
3. C 0.188
4. C -0.578
5. C -0.234



ORCA calculation (ωB97M-V with the def2-TZVPD basis set) on a molecular structure, C6H8 at a distorted geometry.

```
14
Properties=species:S:1:pos:R:3:forces:R:3
C -1.908367 0.972826 -0.399612 -0.5 1.1 -0.7
C -1.454663 0.799565 0.719161 -0.6 0.1 -1.1
C -0.529585 0.192676 1.467454 2.8 -2.1 0.4
C 0.564481 -0.864090 0.182779 -1.4 0.4 2.4
C 1.622540 -0.092896 -0.477792 1.2 0.5 0.0
C 0.466485 -0.640685 -1.181666 -3.7 3.0 -0.9
H -2.680356 1.518713 -0.863575 -0.4 0.2 -0.9
H 0.230259 0.823947 1.890101 0.3 0.2 0.4
H -0.903988 -0.552436 2.144986 0.1 -0.4 0.3
H 0.624784 -1.785205 0.711258 0.2 -0.5 0.1
H 2.582477 -0.532613 -0.680515 0.5 -0.1 0.2
H 1.618688 0.960093 -0.245173 0.3 0.3 -0.2
H -0.543877 0.479881 -1.241028 1.0 -2.4 0.1
H 0.311120 -1.279775 -2.026378 0.2 -0.3 -0.1
```
Forces are in eV/Å.

Properties
Kohn-Sham gap in eV: 10.14
Lowest unoccupied orbital energy in eV: 1.12
Largest force on an atom in eV/A: 4.841
Highest occupied orbital energy in Ha: -0.3314
Spin multiplicity: 1

These are the natural (NBO) partial charges, in e, on atoms 1 to 5:
1. C -0.333
2. C 0.029
3. C -0.473
4. C -0.162
5. C -0.432



ORCA calculation (ωB97M-V with the def2-TZVPD basis set) on 2 unconnected molecules or ions with the total composition C6H8 at a distorted geometry.

```
14
Properties=species:S:1:pos:R:3:forces:R:3
C 1.980522 -0.909047 -2.242038 -5.4 2.1 6.4
C 2.674164 -1.066831 -3.163595 4.4 -1.1 -5.7
C 0.217512 0.420875 -0.878313 0.6 -1.3 0.9
C -0.071635 1.840845 -0.743753 -1.9 -1.0 0.3
C -0.142544 -1.802713 0.387612 -1.8 -1.1 -1.2
C 0.068848 -0.273433 0.424183 3.4 -2.3 -2.1
H -1.093877 1.859064 -1.249985 0.9 0.1 0.4
H 0.531160 2.567941 -1.194508 0.9 0.8 -0.9
H -0.248723 2.017890 0.316306 0.0 0.8 0.0
H -1.121494 -2.164361 0.798735 0.9 0.6 0.0
H 0.654319 -2.417702 0.783578 0.2 0.3 0.6
H -0.182159 -2.177604 -0.664677 0.1 0.7 0.6
H 1.226179 -0.333302 0.604988 -1.2 0.8 -0.5
H -0.252058 0.310118 1.236460 -1.1 0.6 1.1
```
Forces are in eV/Å.

Properties
Kohn-Sham gap (spin up / spin down) in eV: 8.28 / 7.47
Lowest unoccupied orbital energy (spin up / spin down) in eV: -1.23 / -1.48
Largest force on an atom in eV/A: 8.598
Highest occupied orbital energy (spin up / spin down) in Ha: -0.3495 / -0.3289
Spin multiplicity: 1

These are the natural (NBO) partial charges, in e, on atoms 1 to 5:
1. C -0.333
2. C -0.058
3. C 0.422
4. C -0.787
5. C -0.623



ORCA calculation (ωB97M-V with the def2-TZVPD basis set) on C6H8 in the gas phase at a distorted geometry.

```
14
Properties=species:S:1:pos:R:3:forces:R:3
C -1.678239 0.584950 -0.640575 0.6 -1.5 2.2
C -0.649920 0.111429 -0.008381 -0.2 1.4 0.7
C -2.035955 -0.220222 0.601795 1.2 2.3 1.1
C 1.580230 1.151879 0.697951 -0.5 -0.6 -1.8
C 0.851422 0.172076 0.138188 -0.6 -0.1 -0.4
C 1.309495 -1.012185 -0.623752 0.0 -2.3 1.2
H -2.190955 0.928544 -1.460772 -0.6 1.2 -1.6
H -2.202174 0.310292 1.595879 -0.3 -0.5 -1.4
H -2.620752 -1.094524 0.481165 0.2 -1.3 0.0
H 1.079709 2.054306 0.919517 -0.5 0.8 0.9
H 2.646337 1.275894 0.502879 -0.2 -0.6 0.4
H 0.745760 -1.005072 -1.574346 1.3 0.0 -0.2
H 0.809474 -1.877140 -0.135414 -0.1 0.2 -0.1
H 2.355567 -1.380230 -0.494134 -0.4 1.1 -1.0
```
Forces are in eV/Å.

Properties
Kohn-Sham gap in eV: 10.03
Structure (SMILES): C=C(C)C1=CC1
Lowest unoccupied orbital energy in eV: 1.09
Largest force on an atom in eV/A: 2.831
Highest occupied orbital energy in Ha: -0.3287
Spin multiplicity: 1

These are the natural (NBO) partial charges, in e, on atoms 1 to 5:
1. C -0.196
2. C 0.016
3. C -0.427
4. C -0.410
5. C -0.001



ORCA calculation (ωB97M-V with the def2-TZVPD basis set) on C6H8 in the gas phase.

```
14
Properties=species:S:1:pos:R:3:forces:R:3
C -0.257217 -0.276682 -1.174814 -0.2 0.0 -0.2
C -0.478883 -0.713472 0.280694 -0.1 -0.1 0.0
C 1.042430 -0.513927 0.467199 0.1 -0.1 0.2
C 0.807862 0.677332 -0.542867 0.2 0.4 -0.1
C 0.074736 1.585391 0.378703 -0.1 -0.4 -0.2
C -0.985104 0.615844 0.864848 0.1 0.0 0.1
H -1.103231 0.173017 -1.706126 0.1 0.0 0.1
H 0.222611 -1.039272 -1.795935 0.0 0.1 0.1
H -0.973723 -1.651841 0.541592 0.0 0.2 0.0
H 1.655902 -1.288915 -0.004158 -0.1 0.1 0.1
H 1.428592 -0.287872 1.466747 -0.1 0.0 -0.1
H 1.626798 1.095691 -1.129914 -0.1 -0.1 0.1
H -1.923047 0.970768 0.403244 0.1 -0.1 0.1
H -1.137725 0.653939 1.950788 0.1 0.0 -0.2
```
Forces are in eV/Å.

Properties
Kohn-Sham gap in eV: 8.73
Lowest unoccupied orbital energy in eV: 0.37
Largest force on an atom in eV/A: 0.474
Highest occupied orbital energy in Ha: -0.3073
Spin multiplicity: 1

These are the natural (NBO) partial charges, in e, on atoms 1 to 5:
1. C -0.383
2. C -0.235
3. C -0.372
4. C -0.386
5. C 0.194